[1]
# C18H10BCl2F4N4O2Re

A structure of composition C18H10BCl2F4N4O2Re (wB97M-V/def2-TZVPD, the OMol25 dataset).

Summary:
Net charge: +1
<S²>: 0.761
Multiplicity: 2
Lowest unoccupied orbital energy (alpha / beta) (Eh): -0.1896 / -0.1940
Highest occupied orbital energy (alpha / beta) (eV): -11.35 / -11.42

The geometry in XYZ format:
```
42
Properties=species:S:1:pos:R:3:forces:R:3:mulliken_spin:R:1
Re -0.546114 0.228617 0.493229 0.3 0.7 -0.3 0.9346
Cl 5.561415 1.963988 2.923327 0.0 0.0 0.0 0.0017
C 4.213823 1.783837 1.872309 0.0 0.1 0.0 0.0119
C 3.250004 0.840415 2.185718 0.0 -0.1 0.0 -0.0077
C 2.158321 0.708951 1.346247 -0.1 -0.2 0.2 -0.0153
N 1.064901 -0.187365 1.486872 -0.1 -0.2 0.1 -0.0385
C 1.246856 -1.490548 1.992975 0.0 0.2 -0.2 -0.0097
O 2.095719 -1.846776 2.753872 0.0 0.0 0.1 -0.0102
C 0.234019 -2.425884 1.387297 0.1 0.2 0.0 0.0192
C 0.190165 -3.760665 1.694101 0.0 -0.1 0.0 -0.0044
C -0.733304 -4.559623 1.025895 0.0 0.1 0.0 0.0158
C -1.565187 -3.981214 0.080835 0.0 0.0 0.0 -0.0079
C -1.467034 -2.624504 -0.167738 0.0 -0.1 0.0 0.0278
N -0.583637 -1.855521 0.479395 0.0 -0.1 0.0 -0.0469
C 2.030909 1.485441 0.199488 -0.1 0.2 -0.2 -0.0016
C 2.991522 2.433460 -0.113631 0.0 0.0 -0.1 0.0165
C 4.081990 2.578656 0.726614 0.1 0.0 0.1 -0.0107
Cl 5.270068 3.756302 0.331488 0.0 0.0 0.0 -0.0017
N 0.854332 1.183332 -0.524486 -0.3 -0.3 0.2 0.0296
C 0.667147 1.480602 -1.864700 -0.2 -0.1 0.1 0.0194
O 1.465681 1.997476 -2.597010 0.1 0.1 -0.1 0.0457
C -0.714365 1.082780 -2.331371 0.2 0.0 0.2 0.0252
C -1.145431 1.332075 -3.613777 0.0 0.1 -0.1 -0.0086
C -2.448799 0.997044 -3.950421 0.0 0.0 0.0 0.0117
C -3.274514 0.439041 -2.982685 0.0 0.0 0.0 -0.0063
C -2.768629 0.202904 -1.719386 0.0 0.0 -0.1 0.0138
N -1.500307 0.504907 -1.407222 0.0 -0.1 0.1 -0.0177
H 3.349563 0.239446 3.075617 0.0 0.0 0.0 -0.0008
H 0.877709 -4.145810 2.434656 0.0 0.0 0.0 0.0003
H -0.796784 -5.618121 1.238773 0.0 0.0 0.0 0.0002
H -2.292120 -4.564975 -0.465102 0.0 0.0 0.0 0.0000
H -2.099227 -2.141161 -0.897795 0.0 0.0 0.0 0.0004
H 2.909577 3.041589 -1.000610 0.0 0.0 0.0 0.0006
H -0.454364 1.793350 -4.306083 0.0 0.0 0.0 0.0002
H -2.821128 1.180537 -4.949052 0.0 0.0 0.0 0.0001
H -4.305781 0.194126 -3.192676 0.0 0.0 0.0 0.0000
H -3.385210 -0.200845 -0.926668 0.0 0.0 0.0 0.0014
F -1.261622 2.156791 1.108008 0.0 -0.3 0.1 0.0095
B -2.399392 1.684601 1.975826 0.1 0.1 -0.3 -0.0014
F -1.947402 1.448221 3.205268 -0.1 0.0 0.1 0.0011
F -3.498086 2.377509 1.732063 0.0 0.0 0.1 -0.0009
F -2.505286 0.287014 1.260541 0.2 0.0 0.2 0.0037
```
Positions in Å, forces in eV/Å.

---

[2]
# C18H10CuF18N5O16S6

A structure of composition C18H10CuF18N5O16S6 at a distorted geometry (wB97M-V/def2-TZVPD, the OMol25 dataset).

Summary:
Net charge: -1
<S²>: 0.752
Multiplicity: 2
Lowest unoccupied orbital energy (alpha / beta) (Eh): 0.0079 / -0.0538
Highest occupied orbital energy (alpha / beta) (eV): -7.05 / -7.04

The geometry in XYZ format:
```
74
Properties=species:S:1:pos:R:3:forces:R:3:mulliken_spin:R:1
Cu 0.936334 0.667955 0.235969 -1.0 1.0 0.0 0.8856
C 2.581548 3.604038 -1.307822 2.4 0.0 1.6 -0.0022
F 3.955878 3.399077 -1.481015 -2.0 1.2 0.5 -0.0002
F 2.198521 4.607356 -2.081518 0.1 -0.5 0.4 0.0000
F 2.059201 2.470419 -1.650137 -1.4 -1.2 -0.9 -0.0014
S 2.086255 4.017324 0.600540 1.4 2.7 -3.0 -0.0009
O 3.314791 4.629625 1.081933 -0.6 -2.0 0.2 0.0011
O 1.076047 5.041553 0.461483 -0.5 -2.0 0.0 0.0077
N 1.573125 2.392115 1.280170 0.6 2.5 -1.5 0.0555
S 1.720406 2.885834 2.813688 1.0 -0.2 4.0 -0.0057
O 3.160914 2.881185 3.187056 -3.4 -0.2 -0.3 0.0019
O 0.843283 3.998351 3.206146 2.1 -1.8 -1.0 0.0163
C 0.908042 1.409912 3.771706 0.5 1.3 2.3 -0.0015
F -0.321375 1.693123 4.311292 1.5 -0.6 -1.4 -0.0003
F 0.938510 0.317044 3.054327 -1.0 -0.7 -1.0 -0.0070
F 1.689850 1.125148 4.854726 -0.3 0.6 -0.6 -0.0001
C 4.217333 -0.987416 -1.960675 -1.8 -1.3 -0.9 0.0018
F 5.454048 -1.343274 -2.291321 0.0 1.2 0.7 0.0002
F 3.688784 -0.151998 -2.874851 0.8 0.5 0.7 0.0001
F 3.508737 -2.119823 -2.132152 -0.3 0.0 0.5 0.0000
S 3.941644 -0.339125 -0.142366 3.1 0.1 0.1 -0.0060
O 4.931140 -1.124914 0.593371 -1.7 1.1 -1.2 0.0046
O 4.184381 1.093158 -0.216787 -1.7 -1.9 0.1 -0.0012
N 2.301056 -0.831998 0.256908 3.1 1.5 -1.1 0.0214
S 2.367914 -2.360356 0.756180 -0.9 -4.3 2.7 -0.0030
O 0.966748 -2.841464 0.820315 2.3 1.1 -0.3 0.0007
O 3.386954 -3.306232 0.242382 -2.3 2.5 0.5 0.0115
C 2.968733 -2.175177 2.689334 -1.1 1.7 -1.4 0.0004
F 3.756491 -1.100182 2.770490 -0.9 0.1 0.5 -0.0001
F 1.891817 -2.031447 3.497149 0.6 -0.1 -0.6 0.0000
F 3.658491 -3.180681 3.089723 0.6 -1.7 0.2 0.0001
C -3.938820 2.966768 1.730006 1.2 2.3 0.3 0.0000
F -4.410278 3.048062 2.995052 0.8 -0.3 -0.6 0.0000
F -4.088298 1.767357 1.284426 -0.9 -1.2 -0.5 0.0000
F -4.603037 3.910039 1.044369 0.1 -0.9 0.0 0.0000
S -2.009447 3.376219 1.561897 1.7 4.9 2.6 0.0001
O -1.751673 4.377261 2.624705 -1.5 -1.9 -2.2 0.0000
O -1.257451 2.150602 1.687917 -1.2 -0.2 -0.1 0.0003
N -1.665271 4.264333 0.061816 -1.3 -1.2 3.7 -0.0003
S -1.760821 3.125513 -0.952863 -2.1 -1.0 -3.8 0.0007
O -0.715547 2.125525 -0.832387 0.7 -0.7 -0.5 0.0079
O -3.141528 2.645958 -1.209379 2.2 0.1 0.5 0.0023
C -1.352234 4.003816 -2.627005 -1.5 -0.6 1.6 0.0025
F -0.810764 3.089552 -3.424431 0.5 0.7 -0.1 0.0001
F -2.543014 4.360656 -3.201341 1.5 0.4 0.4 0.0001
F -0.558476 5.056910 -2.389622 -0.5 -0.6 -1.0 0.0003
C -4.228045 -3.559424 2.885826 1.2 0.6 0.2 0.0000
C -4.757425 -3.169575 1.675185 1.8 2.3 -1.4 0.0000
C -4.008024 -2.184485 0.884491 -0.1 -1.3 1.0 -0.0005
C -2.743603 -1.760900 1.323695 -0.5 -1.0 -0.1 0.0003
C -2.153210 -2.281216 2.482229 -1.3 -0.2 1.5 0.0004
C -2.923564 -3.153143 3.316697 -1.1 0.6 -1.9 0.0000
N -1.952113 -0.814906 0.491712 0.5 3.0 -2.3 0.0011
O -2.415263 -0.335345 -0.588931 1.1 -2.3 3.5 0.0037
O -0.838648 -0.422509 0.949399 -1.8 -1.5 -0.5 0.0065
H -4.854363 -4.127809 3.557455 0.2 -0.3 0.0 0.0000
H -5.709324 -3.551481 1.336893 -0.1 0.2 -0.1 0.0000
H -4.353688 -1.782524 -0.056436 -0.3 -0.1 0.0 -0.0001
H -1.233487 -1.824793 2.817170 0.3 -0.4 0.0 -0.0002
H -2.663682 -3.551060 4.286500 0.7 0.4 0.0 0.0000
C -0.141183 -4.673295 -4.303627 0.6 1.2 1.6 0.0000
C -0.090013 -4.364921 -2.935548 0.0 -1.4 -1.0 -0.0001
C -0.084061 -3.093392 -2.445870 1.4 1.6 -0.3 0.0005
C 0.094477 -1.998550 -3.363801 -1.9 -2.4 -0.1 -0.0009
C -0.030227 -2.297623 -4.745819 0.7 1.2 1.0 0.0003
C -0.064284 -3.601921 -5.182896 -1.2 -1.6 -0.3 0.0003
N 0.059926 -0.618329 -2.914243 1.4 3.4 1.4 0.0013
O 0.409238 -0.346266 -1.716794 -0.7 -1.9 -2.2 -0.0053
O -0.152972 0.303340 -3.695850 0.0 -2.0 0.5 -0.0009
H -0.197759 -5.719910 -4.563997 0.0 0.1 -0.5 0.0000
H 0.022454 -5.201174 -2.261422 -0.4 0.1 0.4 0.0000
H -0.013607 -3.072591 -1.368367 -0.1 1.0 0.1 0.0000
H -0.044098 -1.486289 -5.458518 0.0 0.1 0.0 0.0001
H -0.272394 -3.917611 -6.194539 0.4 0.8 -0.5 0.0000
```
Positions in Å, forces in eV/Å.

---

[3]
# C18H11Cl2N3O3S3

The molecule C18H11Cl2N3O3S3 at a distorted geometry (wB97M-V/def2-TZVPD, the OMol25 dataset).

Summary:
Lowest unoccupied orbital energy (Eh): -0.0310
Highest occupied orbital energy (eV): -9.55

The geometry in XYZ format:
```
40
Properties=species:S:1:pos:R:3:forces:R:3:lowdin_charge:R:1
C -6.780157 -3.129833 -1.492580 0.7 2.2 -2.1 -0.1073
S -5.433326 -3.549079 -2.664800 0.2 -3.2 -2.3 0.6953
O -5.240804 -5.011915 -2.626585 0.1 1.8 1.5 -0.3496
O -5.640023 -3.164854 -4.065966 -0.3 1.4 2.1 -0.3237
C -3.976945 -2.700889 -2.019340 0.1 0.9 -0.3 -0.2847
C -3.793334 -1.344981 -2.328430 -0.9 0.4 0.2 -0.0554
C -2.670991 -0.656332 -1.911435 1.0 2.1 0.6 -0.0029
C -1.652039 -1.277082 -1.163251 -2.1 -0.1 -2.0 -0.2096
N -0.547467 -0.491820 -0.727145 0.0 -1.7 1.3 0.1249
C 0.364679 0.107062 -1.530732 0.4 0.8 -6.2 -0.4233
O 0.434385 0.070950 -2.843267 -0.8 -0.4 5.9 0.0134
C 1.274232 1.029310 -0.840739 0.7 0.7 0.8 -0.4715
C 0.913347 2.053671 -0.006246 1.5 -0.5 0.7 -0.0399
C 2.016476 2.798043 0.608942 -0.5 -3.3 -2.9 -0.2704
C 1.828195 3.886716 1.471894 1.0 -3.4 -2.5 -0.2100
N 1.647837 4.890943 1.916847 -0.9 4.4 2.6 0.2051
C 3.195279 2.284535 0.057602 -0.5 0.3 0.6 -0.7727
S 4.731396 3.073575 0.353564 0.6 0.3 -1.0 0.9404
C 5.115141 2.554584 1.971099 -0.3 -0.5 1.9 -0.5078
C 5.152239 3.522032 3.079124 -0.1 0.1 -2.6 -0.5321
Cl 5.114622 5.327885 2.851281 -0.1 -2.1 -0.1 0.6086
C 5.306804 3.052815 4.360214 0.5 2.3 -1.8 -0.2178
N 5.445297 1.822293 4.588702 0.5 -4.3 1.7 0.0726
C 5.452071 0.896458 3.667496 0.4 -1.3 -2.1 -0.1686
C 5.315758 1.151674 2.288642 -0.3 1.8 0.7 -0.5536
Cl 5.422444 -0.237752 1.147799 -0.1 1.8 1.0 0.6349
S 2.971003 0.935233 -1.054576 0.1 1.4 0.9 1.0871
C -1.829376 -2.647249 -0.953543 -0.8 2.7 -0.6 0.0004
C -2.966998 -3.335402 -1.327338 -0.1 -1.0 0.1 -0.0396
H -6.724525 -3.778505 -0.696369 0.3 -1.7 1.6 0.0283
H -7.742587 -3.215274 -2.013226 0.4 0.2 0.1 0.0798
H -6.546006 -2.116439 -1.106169 -0.5 -0.4 -0.5 0.0744
H -4.615571 -0.776489 -2.781495 0.5 -0.3 -0.2 0.1259
H -2.517546 0.468538 -2.061414 -0.6 -1.8 -0.1 0.1509
H -0.198711 -0.785364 0.208551 -0.3 0.8 -1.0 0.1809
H -0.092736 2.165640 0.241939 -1.5 0.5 0.4 0.1061
H 5.585360 3.670987 5.148498 -0.3 1.5 1.3 0.1000
H 5.722254 -0.141039 3.881569 -0.3 0.3 0.6 0.1071
H -0.993112 -3.006446 -0.525184 2.3 -2.4 1.7 0.0807
H -3.046564 -4.396201 -1.103934 0.0 0.1 -0.1 0.1238
```
Positions in Å, forces in eV/Å.

---

[4]
# C18H12AsF6IrN6

A structure of composition C18H12AsF6IrN6 at a distorted geometry (wB97M-V/def2-TZVPD, the OMol25 dataset).

Summary:
Net charge: +3
<S²>: 0.773
Multiplicity: 2
Lowest unoccupied orbital energy (alpha / beta) (Eh): -0.4373 / -0.5204
Highest occupied orbital energy (alpha / beta) (eV): -18.88 / -18.90

The geometry in XYZ format:
```
44
Properties=species:S:1:pos:R:3:forces:R:3:mulliken_spin:R:1
Ir -0.923318 -2.055533 0.321232 -1.0 0.5 -0.5 -0.0020
C -0.469849 -3.019627 -3.928030 -0.1 -0.1 0.0 0.0011
C -0.761757 -3.173120 -2.564179 -0.1 0.0 0.1 0.0005
N -0.569954 -2.165625 -1.724974 0.2 0.0 0.0 0.0004
C -0.108402 -0.975742 -2.222568 0.1 -0.1 0.0 0.0045
C 0.162771 -0.869719 -3.568342 0.0 0.0 0.0 -0.0012
N -0.011130 -1.887678 -4.409472 0.1 0.0 -0.2 -0.0004
C 0.032741 0.124211 -1.247068 0.0 -0.1 0.2 -0.0027
C 0.454422 1.417285 -1.488228 0.0 0.1 0.1 -0.0008
C 0.493702 2.348840 -0.441467 0.0 -0.1 0.0 0.0517
C 0.078237 1.943829 0.833310 0.1 0.0 -0.1 0.0029
C -0.336138 0.641712 1.039848 -0.1 -0.2 0.0 0.0001
N -0.331310 -0.217626 0.002892 0.0 0.0 0.2 -0.0104
C -0.817637 0.027585 2.298654 0.1 0.0 0.0 -0.0065
C -0.919445 0.673665 3.511862 0.0 0.0 -0.1 0.0019
N -1.362579 0.059237 4.606542 0.0 0.1 0.2 -0.0007
C -1.713142 -1.204140 4.513028 0.0 0.0 0.0 0.0011
C -1.631694 -1.901054 3.297877 -0.1 0.0 0.0 -0.0003
N -1.189378 -1.285699 2.213798 0.0 0.0 0.0 0.0008
C 0.965950 3.758450 -0.685782 -0.2 -0.5 0.1 -0.0073
C 1.449471 4.142319 -1.943396 -0.5 -2.0 -0.1 0.2100
C 1.885948 5.458540 -2.157877 -0.1 0.4 1.5 0.3077
N 1.790148 6.218136 -1.114108 1.6 4.7 -0.7 -0.0839
C 1.381137 6.016152 0.101129 0.1 -0.2 -1.6 0.3086
C 0.933759 4.708860 0.338385 -0.8 -1.8 0.8 0.2084
H -0.621372 -3.844640 -4.613462 0.0 0.0 0.0 0.0001
H -1.150816 -4.097743 -2.165353 0.0 -0.1 0.0 0.0001
H 0.527326 0.051960 -4.003442 0.0 0.0 0.0 0.0004
H 0.739191 1.686024 -2.491824 0.0 0.0 0.0 0.0003
H 0.079771 2.621027 1.671412 0.0 0.0 0.0 -0.0005
H -0.641700 1.714200 3.624725 0.0 0.0 0.0 0.0008
H -2.072578 -1.704341 5.404365 0.0 0.0 0.0 0.0000
H -1.922008 -2.938332 3.211876 0.0 0.0 0.0 -0.0001
H 1.514990 3.475987 -2.790285 -0.1 -0.3 0.1 0.0163
H 2.308671 5.832749 -3.085885 -0.1 0.1 0.0 -0.0088
H 1.364847 6.820627 0.831073 0.1 0.0 0.0 -0.0099
H 0.571878 4.504412 1.334661 -0.1 -0.3 0.0 0.0174
F -1.436952 -4.039636 0.587114 0.1 -0.1 0.1 0.0001
As 0.195706 -4.937482 1.117721 -0.7 -0.4 -0.3 -0.0002
F 1.766194 -5.230974 1.561253 0.2 0.0 0.1 0.0000
F -0.552824 -6.416333 1.001512 0.1 0.1 0.1 0.0000
F -0.319178 -4.554861 2.683451 0.0 0.0 0.0 0.0000
F 0.579064 -4.787927 -0.533386 0.0 0.1 0.1 0.0000
F 0.587235 -2.937976 1.071405 1.2 0.2 0.1 0.0004
```
Positions in Å, forces in eV/Å.